DFT (ωB97M-V/def2-TZVPD) results for the ion C2H3N4S with charge -1 in a non-equilibrium geometry.

The LUMO energy is 4.0 eV. The energy relative to the best compared isomer or geometry (same formula, charge and spin) comes out at 0.0 kJ/mol. The SMILES is Nc1ncnn1[S-]. As for the charge: -1.

Geometry as XYZ:
```
10
C2H3N4S | the OMol25 dataset | ωB97M-V/def2-TZVPD
N 0.2462 1.0291 0.9396
C -0.0407 -0.2114 0.2350
N -0.8917 -0.3545 -0.7987
C -0.7966 -1.6751 -1.0926
N 0.1150 -2.3694 -0.3890
N 0.5956 -1.3476 0.4614
S 1.7516 -1.4757 1.6318
H 1.2068 1.2472 0.7609
H 0.3648 0.7170 1.9260
H -1.3851 -2.0693 -1.9565
```